This record from the OMol25 dataset describes a cluster of 5 separate species, C9H15F2N3O12 in total in a non-equilibrium geometry. The level of theory is ωB97M-V/def2-TZVPD.

Atoms and positions in Å:
C  -4.639  1.858  -15.393
C  -5.192  1.860  -13.978
O  -6.544  1.498  -14.178
C  -6.674  0.888  -15.385
O  -7.647  0.359  -15.780
O  -5.485  0.919  -16.051
F  -5.139  3.098  -13.422
H  -3.586  1.604  -15.450
H  -4.785  2.857  -15.817
H  -4.710  1.165  -13.288
C  -4.610  6.050  -14.856
C  -5.198  7.364  -15.306
O  -4.254  7.713  -16.348
C  -3.755  6.575  -16.860
O  -3.120  6.442  -17.848
O  -4.161  5.504  -16.086
F  -5.156  8.313  -14.356
H  -5.306  5.388  -14.351
H  -3.775  6.323  -14.203
H  -6.177  7.355  -15.783
C  -0.821  8.293  -19.906
N  -0.249  7.337  -20.867
O  -1.007  6.482  -21.282
O  0.910  7.482  -21.209
H  -1.296  7.775  -19.085
H  -1.638  8.795  -20.438
H  -0.117  9.060  -19.614
C  -8.388  6.660  -11.071
N  -7.739  6.210  -12.345
O  -6.774  5.480  -12.263
O  -8.233  6.593  -13.385
H  -9.274  6.033  -10.977
H  -8.656  7.700  -11.192
H  -7.707  6.441  -10.260
C  -0.503  5.594  -15.829
N  0.054  6.563  -16.814
O  0.306  7.689  -16.433
O  0.266  6.136  -17.926
H  -1.150  4.953  -16.423
H  -0.974  6.107  -15.004
H  0.349  4.985  -15.531

Properties
energy relative to the best compared isomer or geometry (same formula, charge and spin): 4.6 kcal per mole
LUMO energy: -0.29 eV
2S+1: 1
molar mass: 395.2 g/mol
orbital gap: 10.204 eV
SMILES: O=C1OC[C@@H](F)O1.O=C1OC[C@@H](F)O1.C[N+](=O)[O-].C[N+](=O)[O-].C[N+](=O)[O-]

Results of the Mulliken charge analysis, in e, for atoms 1 through 6:
1. C -0.155
2. C 0.223
3. O -0.307
4. C 0.599
5. O -0.475
6. O -0.336